Computed, not measured: a structure of composition C42H79O14Y in a non-equilibrium geometry, with wB97M-V/def2-TZVPD.

Last column: Mulliken charge in e.
Geometry (Å):
Y1 3.79822 -2.49854 -0.79677  1.665
C1 0.15976 0.28902 -0.19109  0.326
C2 0.32365 -1.21161 -0.07972  1.301
O1 1.61434 -1.67872 -0.29334  -0.236
H1 0.76859 0.77475 0.57146  -0.662
H2 -0.85697 0.66006 -0.06185  0.137
H3 0.52420 0.71620 -1.12533  0.340
H4 -0.27811 -1.72908 -0.82686  -0.589
H5 0.00692 -1.56124 0.90290  -0.754
C3 -4.32322 1.30424 -0.47250  1.931
C4 -5.59680 1.13242 -1.28453  -0.565
C5 -6.59459 0.70414 -0.23870  -0.259
O2 -6.21237 1.54649 0.84709  -0.073
C6 -4.78961 1.88448 0.83858  -0.456
H6 -3.59708 2.02335 -0.85158  -1.107
H7 -3.76813 0.38759 -0.27316  -0.648
H8 -5.46405 0.29554 -1.97017  0.377
H9 -5.85280 2.04914 -1.81574  0.418
H10 -6.41094 -0.30836 0.12077  0.221
H11 -7.58914 0.85878 -0.65710  0.397
H12 -4.14942 1.54285 1.65194  0.399
H13 -4.84559 2.97087 0.76991  0.337
C7 4.75296 1.19383 2.17949  -0.707
C8 5.49717 -0.02451 2.68096  -0.712
C9 5.85207 -0.76504 1.39031  -0.695
O3 4.66920 -0.57044 0.51076  -0.366
C10 3.98510 0.60233 0.98087  1.168
H14 5.41750 1.90226 1.68491  0.494
H15 4.20681 1.83499 2.87140  0.389
H16 4.84672 -0.66186 3.27997  0.034
H17 6.40956 0.22716 3.22160  0.557
H18 6.06943 -1.78728 1.69994  0.425
H19 6.74581 -0.31564 0.95745  0.446
H20 2.95086 0.35646 1.22166  -0.593
H21 4.05698 1.20154 0.07319  -0.440
C11 -2.60486 3.33727 -3.48793  -0.799
C12 -1.40722 2.46809 -3.18263  -0.024
C13 -0.73511 3.11132 -1.97908  1.261
O4 -1.31874 4.41108 -1.99401  -0.496
C14 -2.67908 4.32646 -2.35408  -0.104
H22 -3.54180 2.78266 -3.53949  0.318
H23 -2.47157 3.68077 -4.51377  0.299
H24 -0.70764 2.49399 -4.01811  0.392
H25 -1.63073 1.43052 -2.93444  0.025
H26 0.33964 3.11403 -2.16077  -0.675
H27 -0.87309 2.66292 -0.99521  -0.431
H28 -3.16481 5.24412 -2.68587  0.407
H29 -3.33429 3.97866 -1.55544  -0.083
C15 -3.30262 -2.45519 -1.97244  0.211
C16 -2.40576 -3.63705 -1.69936  0.480
C17 -3.45893 -4.70619 -1.54915  -0.796
O5 -4.52080 -4.03865 -0.82687  -0.464
C18 -4.72568 -2.78063 -1.43749  -0.179
H30 -3.44911 -2.31511 -3.04342  0.508
H31 -2.90308 -1.54797 -1.51921  -0.462
H32 -1.99718 -3.52169 -0.69543  -0.350
H33 -1.56129 -3.86002 -2.35148  0.165
H34 -3.13540 -5.55181 -0.94222  0.409
H35 -3.79959 -5.09973 -2.50684  0.330
H36 -5.19295 -2.11512 -0.71164  -0.227
H37 -5.49815 -3.02370 -2.16708  0.366
C19 -2.65585 -2.93220 4.25030  -0.723
C20 -2.08092 -2.70171 2.89968  0.738
C21 -3.28469 -2.27048 2.11515  0.272
O6 -3.93281 -1.35076 3.04717  -0.470
C22 -3.56086 -1.68316 4.40098  -0.325
H38 -1.82985 -3.07744 4.94653  0.363
H39 -3.28751 -3.81916 4.29920  0.364
H40 -1.63656 -3.63270 2.54768  0.440
H41 -1.31397 -1.94090 3.04485  -0.854
H42 -3.93423 -3.11334 1.87896  0.319
H43 -2.86289 -1.78244 1.23652  -0.513
H44 -4.42658 -1.86756 5.03708  0.386
H45 -3.00299 -0.81922 4.76223  -0.020
C23 -0.76454 1.52164 4.39109  -0.775
C24 -0.04235 0.86534 3.21562  1.143
C25 1.11663 0.08783 3.77614  0.304
O7 0.66582 -0.39037 4.99880  -0.454
C26 -0.17425 0.66782 5.53745  -0.685
H46 -1.85147 1.56220 4.46205  0.224
H47 -0.37393 2.53372 4.49704  0.345
H48 0.40527 1.65142 2.60749  -0.235
H49 -0.67376 0.27033 2.55579  -0.306
H50 1.94060 0.77061 3.98348  0.258
H51 1.54706 -0.71080 3.17197  -0.550
H52 0.33987 1.29745 6.26363  0.297
H53 -0.97260 0.23630 6.14122  0.446
C27 2.18765 3.84056 0.03509  1.331
C28 2.55580 4.38954 1.42514  -0.303
C29 3.19099 5.75964 1.07258  -0.448
O8 2.74143 6.04746 -0.26789  -0.498
C30 1.77270 5.07801 -0.70493  -0.637
H54 1.34005 3.15524 0.03443  -0.464
H55 3.09145 3.41515 -0.40111  -0.341
H56 3.19253 3.69309 1.97070  -0.227
H57 1.66149 4.43659 2.04650  0.334
H58 4.27569 5.65482 1.09571  0.309
H59 2.78731 6.59468 1.64515  0.295
H60 1.84077 4.97545 -1.78796  0.277
H61 0.74273 5.32808 -0.45049  0.406
O9 0.05982 -0.56601 -7.26796  -0.611
C31 0.18445 -1.31224 -6.26968  0.489
O10 0.39955 -0.81830 -5.04917  -0.287
C32 0.44414 -1.81978 -3.99096  0.888
C33 -0.16830 -2.92902 -4.71089  -0.413
C34 0.24422 -2.80876 -6.17502  -0.632
H62 0.04917 -1.51200 -3.02278  -0.409
H63 1.47446 -2.11610 -3.79415  -0.387
H64 -1.24627 -2.79854 -4.61577  0.119
H65 0.11719 -3.87009 -4.24080  0.541
H66 -0.40974 -3.25258 -6.92566  0.330
H67 1.26068 -3.14496 -6.37964  0.253
O11 3.68121 -0.41094 -2.03931  -0.151
C35 3.72695 0.51846 -2.84907  0.149
O12 3.42950 1.75675 -2.39875  -0.034
C36 3.57908 2.77406 -3.40390  -0.089
C37 4.11685 2.04978 -4.57410  -0.977
C38 3.92544 0.55854 -4.33526  -0.178
H68 4.25617 3.60630 -3.21145  0.268
H69 2.59662 3.20087 -3.60566  0.268
H70 5.15733 2.29714 -4.78460  0.324
H71 3.65138 2.40212 -5.49459  0.407
H72 4.79933 0.00204 -4.67396  0.430
H73 3.04838 0.18081 -4.86079  -0.006
O13 3.75357 -3.07021 1.63551  -0.689
C39 2.99238 -3.37330 2.58253  0.558
O14 3.28627 -2.97248 3.79894  -0.213
C40 2.40036 -3.50228 4.72019  -0.955
C41 1.19878 -3.96884 3.91696  0.496
C42 1.75958 -4.23287 2.57895  -0.090
H74 2.04234 -2.75380 5.42709  0.488
H75 2.82265 -4.38569 5.19910  0.347
H76 0.44297 -3.18346 3.91105  -0.747
H77 0.75857 -4.90481 4.26087  0.615
H78 1.13831 -3.84695 1.77075  -0.120
H79 2.04575 -5.26889 2.39766  0.415

2S+1: 2
Frontier orbital gap (alpha / beta), eV: 5.00 / 3.00
Net charge: +3
<S²>: 0.754
DFT total energy, Eh: -2738.277884
HOMO (alpha / beta), eV: -14.660 / -14.660